## 1
C5H13NO2 in the gas phase, computed with the ωB97M-V functional and the def2-TZVPD basis.

Calculated values
Frontier orbital gap = 0.2545 hartree

Structure (ORCA input):
```
! wB97M-V def2-TZVPD RIJCOSX def2/J DEFGRID3
* xyz 0 1
C 0.30212 0.31233 -0.57801
C -0.10518 -1.12163 -0.80390
C 0.85995 0.82920 1.89861
C -1.45578 1.14715 1.11020
C 0.61620 -1.80887 -1.93802
N -0.17715 0.43092 0.93425
O 1.68018 0.50980 -0.67485
O -1.54474 -1.00408 -1.14316
H 1.85300 1.42975 -0.89663
H -1.95749 -1.80141 -0.80350
H -0.25881 1.07703 -1.13547
H -0.25152 -0.72059 0.83440
H -2.14930 0.78933 0.35273
H 1.72357 0.17968 1.77834
H 0.45915 0.72602 2.90680
H 1.16275 1.86538 1.73781
H -1.31092 2.22517 1.00875
H -1.85223 0.93416 2.10360
H 1.69362 -1.81413 -1.76429
H 0.28916 -2.84927 -2.01181
H 0.42339 -1.33594 -2.91585
*
```

=====

## 2
2 unconnected molecules or ions with the total composition C5H13NO2, computed with the ωB97M-V functional and the def2-TZVPD basis.

Calculated values
Frontier orbital gap = 0.3556 hartree
SMILES string = CCC(=O)N(C)C.O

Structure (ORCA input):
```
! wB97M-V def2-TZVPD RIJCOSX def2/J DEFGRID3
* xyz 0 1
C -1.33414 -2.15084 0.66057
C -0.61945 -0.82108 1.04992
C 0.28731 -0.41583 -0.05093
O 0.06578 -0.53415 -1.29240
N 1.40932 0.37160 0.17751
C 2.33426 0.60673 -0.97618
C 1.75457 0.79200 1.47331
H -1.01488 -2.50822 -0.44980
H -2.37169 -2.20839 0.89789
H -0.88798 -3.06265 1.25214
H -1.42365 -0.13877 1.15544
H -0.38573 -0.81735 2.09589
H 1.79853 1.39421 -1.82755
H 2.36392 -0.30656 -1.63667
H 3.34914 0.94550 -0.80821
H 2.15651 -0.10199 1.85603
H 1.02560 1.46796 1.98142
H 2.74099 1.17936 1.56889
O -3.33549 1.83583 -0.94869
H -2.40135 1.96064 -0.78991
H -3.19234 1.11581 -1.54956
*
```

=====

2 has the most favorable energy; the next structure is 26.8 kcal/mol above.